Formula: C6H14NSi
Source: the Open Molecules 2025 dataset
Level of theory: ωB97M-V with the def2-TZVPD basis set

Computed properties:
- frontier orbital gap (alpha / beta) (eV) = 8.1 / 9.1
- energy above the lowest of the compared OMol25 structures with the same formula, charge and spin (eV) = 5.207
- energy (eV) = -15805.060
- maximum force (eV/Å) = 5.623

The geometry in ORCA input format:
```
! RIJCOSX wB97M-V def2-TZVPD def2/J DEFGRID3
* xyz 1 1
C 0.1421 -0.9288 -1.6132
C -0.4465 -0.4701 1.2155
C -2.2645 -0.7206 -0.7013
C -1.8404 -0.6082 0.6776
C 0.7969 1.8490 -0.3561
C 2.5232 -0.9681 0.4691
N -2.3778 0.5844 -0.0777
Si 0.8998 -0.0827 -0.0670
H -0.2041 -1.9518 -1.4546
H 0.3125 -0.3872 -2.5008
H -0.3793 0.2409 2.0487
H -0.4117 -1.4192 1.8403
H -3.0620 -1.1479 -1.1269
H -2.6289 -0.9586 1.5296
H 1.5000 2.1976 -1.1297
H -0.2067 2.0491 -0.6811
H 1.1469 2.2795 0.4620
H 3.3508 -0.1880 0.1890
H 2.6569 -0.9987 1.5276
H 2.4798 -1.9037 0.0678
H -1.6986 1.4042 -0.3366
H -3.1917 1.1177 0.1247
*
```

---

Formula: C10H15NO2
Source: the Open Molecules 2025 dataset
Level of theory: ωB97M-V with the def2-TZVPD basis set

Computed properties:
- frontier orbital gap (eV) = 9.1
- energy above the lowest of the compared OMol25 structures with the same formula, charge and spin (eV) = 1.618
- energy (eV) = -16197.475
- structure (SMILES) = Cc1ccc(O)cc1.CCC(N)=O
- maximum force (eV/Å) = 3.860

The geometry in ORCA input format:
```
! RIJCOSX wB97M-V def2-TZVPD def2/J DEFGRID3
* xyz 0 1
C 3.9964 -0.6404 -0.5731
C 2.5859 -0.8447 -0.1087
C 1.7066 -1.7863 -0.6341
C 0.4437 -1.8953 -0.0493
C 0.2658 -1.0531 1.0199
O -0.7875 -1.2797 1.9112
C 1.0486 -0.0255 1.5669
C 2.2023 0.1310 0.8303
H 4.2091 -1.3120 -1.4412
H 4.7440 -0.7011 0.2172
H 4.1750 0.2905 -1.1558
H 1.9924 -2.3725 -1.4818
H -0.3800 -2.5347 -0.3358
H -1.6480 -1.5248 1.5601
H 0.8289 0.4168 2.5337
H 2.9395 0.8451 1.1639
C -0.5488 2.1428 -1.1811
C -1.9521 2.4230 -0.8521
C -2.6887 1.0647 -0.6270
N -2.7114 0.5131 0.5961
O -2.9978 0.4920 -1.6553
H -0.5193 1.3535 -1.9870
H 0.0625 1.5553 -0.4553
H 0.0268 3.0371 -1.4840
H -2.0615 3.2548 -0.1335
H -2.5810 2.8111 -1.7017
H -3.1609 -0.3776 0.7080
H -2.3256 0.9661 1.4036
*
```

---

Formula: CH3O3
Source: the Open Molecules 2025 dataset
Level of theory: ωB97M-V with the def2-TZVPD basis set

Computed properties:
- frontier orbital gap (alpha / beta) (eV) = 8.5 / 8.4
- energy above the lowest of the compared OMol25 structures with the same formula, charge and spin (eV) = 6.130
- energy (eV) = -7209.717
- maximum force (eV/Å) = 5.313

The geometry in ORCA input format:
```
! RIJCOSX wB97M-V def2-TZVPD def2/J DEFGRID3
* xyz 1 1
C -0.5374 0.3007 0.7456
O 0.7155 -0.0303 -0.0778
O 0.7703 -0.9990 -2.2974
O 1.2989 -0.6216 -1.2174
H -1.4709 -0.0557 0.4261
H -0.6185 1.4401 0.6634
H -0.1579 -0.0342 1.7575
*
```